1.
The following is a DFT calculation (wB97M-V/def2-TZVPD) of a cluster of 7 separate species, C47H57BO6PS2 in total.

Cartesian coordinates (Å):
S1 3.050 2.056 10.544
S2 3.155 -1.070 4.859
P1 3.733 0.131 1.567
O1 1.084 -0.593 6.967
O2 5.660 -0.319 5.033
O3 3.208 2.520 6.959
O4 0.195 1.311 6.218
O5 6.189 0.371 2.833
O6 1.318 2.917 8.125
C1 1.035 0.232 6.067
C2 1.016 -4.153 -0.130
C3 4.898 5.822 0.445
C4 -6.530 0.147 -0.529
C5 3.837 7.605 -0.769
C6 -2.414 2.812 -8.098
C7 2.667 7.398 -0.052
C8 1.753 -5.703 -2.312
C9 0.141 -4.316 -1.194
C10 -8.083 1.170 0.995
C11 -2.374 0.829 -6.156
C12 2.808 1.229 8.923
C13 -1.780 -7.796 -6.214
C14 0.640 2.587 5.788
C15 -4.362 -3.086 -3.033
C16 -3.563 2.525 -7.376
C17 3.992 -1.250 0.379
C18 -7.493 0.176 -1.528
C19 -2.282 -5.068 -6.083
C20 -1.618 -7.004 -7.343
C21 -9.047 1.196 -0.004
C22 -3.095 -1.972 -1.319
C23 -4.596 -1.866 -3.653
C24 4.952 6.816 -0.521
C25 3.730 5.619 1.166
C26 1.447 4.830 6.572
C27 -3.324 -0.754 -1.941
C28 -1.868 -5.641 -7.277
C29 -2.197 -7.224 -5.021
C30 0.753 3.534 6.967
C31 -8.752 0.697 -1.265
C32 2.629 -5.541 -1.247
C33 -1.245 2.104 -7.852
C34 -1.226 1.111 -6.883
C35 4.950 -0.262 2.889
C36 2.261 -4.764 -0.157
C37 2.482 2.281 7.902
C38 -4.077 -0.701 -3.107
C39 -6.826 0.643 0.733
C40 4.389 1.617 0.695
C41 1.736 0.058 4.734
C42 4.517 0.010 4.320
C43 2.614 6.405 0.916
C44 -3.543 1.535 -6.404
C45 0.509 -5.088 -2.286
C46 -2.450 -5.861 -4.957
C47 -3.613 -3.139 -1.866
B1 6.841 -0.175 4.072
H1 -0.830 -3.839 -1.174
H2 4.338 1.076 4.499
H3 0.733 -3.547 0.721
H4 1.570 2.567 5.236
H5 -4.440 1.313 -5.840
H6 1.034 -0.334 4.010
H7 2.296 1.289 11.337
H8 2.222 4.661 5.835
H9 3.920 -2.156 0.969
H10 -2.473 -4.004 -6.027
H11 7.690 0.569 4.548
H12 5.863 6.976 -1.082
H13 1.954 5.212 7.450
H14 -3.431 -4.090 -1.382
H15 3.659 2.412 0.755
H16 -1.295 -7.450 -8.274
H17 -4.763 -3.995 -3.461
H18 0.733 5.564 6.228
H19 -2.358 0.058 -5.397
H20 -2.775 -5.414 -4.026
H21 1.703 6.243 1.477
H22 7.322 -1.297 3.857
H23 -10.027 1.605 0.201
H24 -9.505 0.714 -2.043
H25 -0.316 0.558 -6.692
H26 5.764 5.203 0.637
H27 -1.738 -5.023 -8.156
H28 -2.325 -7.841 -4.140
H29 3.880 8.381 -1.523
H30 5.130 -1.346 2.828
H31 -5.182 -1.824 -4.562
H32 -0.114 3.001 5.123
H33 -7.259 -0.210 -2.512
H34 2.945 -4.632 0.671
H35 -4.258 0.251 -3.590
H36 -4.475 3.075 -7.569
H37 -6.076 0.619 1.513
H38 3.691 4.846 1.922
H39 -5.551 -0.262 -0.736
H40 -2.513 -2.013 -0.408
H41 -0.349 2.327 -8.415
H42 -0.172 -5.210 -3.120
H43 -2.916 0.155 -1.519
H44 3.244 -1.227 -0.400
H45 3.747 0.783 8.641
H46 4.993 -1.244 -0.044
H47 2.143 0.985 4.358
H48 3.600 -6.019 -1.267
H49 1.796 8.009 -0.249
H50 5.346 1.928 1.098
H51 -2.428 3.588 -8.852
H52 -1.578 -8.858 -6.264
H53 -0.255 3.800 7.261
H54 -8.312 1.560 1.978
H55 2.040 -6.307 -3.163
H56 2.011 0.506 8.994
H57 4.517 1.361 -0.353

Calculated values
Energy   -3439.21880 Eh
Maximum force   2.1 eV Å⁻¹
Charge   -1

=====

2.
The following is a DFT calculation (wB97M-V/def2-TZVPD) of a structure of composition C47H57I2N2O8RbSi.

Cartesian coordinates (Å):
I1 -0.747 -2.458 -0.119
I2 -4.096 -1.391 0.910
Rb1 -0.645 1.302 0.240
Si1 -1.492 -0.454 -3.828
O1 0.024 4.045 1.579
O2 -1.818 3.751 0.583
O3 2.668 -2.130 0.259
O4 -1.517 0.384 -2.539
O5 1.895 -0.094 2.442
O6 1.606 -1.997 -0.578
O7 -1.373 2.634 2.318
O8 1.243 2.018 -1.291
N1 -1.053 3.475 1.491
N2 2.773 0.191 -0.114
C1 7.493 -1.613 2.878
C2 5.111 2.940 -0.446
C3 2.711 -4.180 3.801
C4 -2.600 2.075 -7.659
C5 2.739 -0.866 2.057
C6 2.438 3.929 -3.081
C7 3.325 -1.970 2.834
C8 2.960 -2.162 5.289
C9 -3.075 -4.325 -3.448
C10 6.439 3.542 0.002
C11 -2.668 -0.024 -6.504
C12 7.632 -1.312 0.417
C13 -4.899 -2.784 -3.271
C14 7.475 3.438 -1.127
C15 -2.018 0.517 -5.402
C16 4.430 3.561 -1.548
C17 4.609 -2.301 2.603
C18 1.512 -2.347 -6.097
C19 7.001 2.839 1.241
C20 1.277 -1.157 -3.617
C21 2.505 -2.660 3.912
C22 1.181 4.627 -2.539
C23 -4.425 -4.086 -3.244
C24 2.487 -1.700 -4.013
C25 2.609 -2.298 -5.255
C26 7.094 -3.569 1.331
C27 -4.025 -1.740 -3.516
C28 -2.879 -2.943 0.042
C29 -1.683 1.865 -5.454
C30 3.294 4.991 -3.784
C31 4.548 1.857 0.142
C32 5.410 -1.751 1.531
C33 -1.967 2.640 -6.564
C34 2.057 2.853 -4.108
C35 3.171 3.252 -1.937
C36 1.008 -2.394 3.742
C37 4.781 -1.054 0.576
C38 0.163 -1.204 -4.444
C39 -2.669 -1.958 -3.733
C40 -2.212 -3.268 -3.680
C41 2.440 2.213 -1.194
C42 3.306 -0.843 0.620
C43 3.279 1.353 -0.313
C44 -2.958 0.739 -7.623
C45 6.899 -2.059 1.533
C46 6.216 5.020 0.357
C47 0.305 -1.806 -5.690
H1 6.283 2.872 2.055
H2 -2.695 -5.340 -3.409
H3 1.596 -2.813 -7.074
H4 7.234 1.799 1.025
H5 5.253 -0.680 -0.317
H6 -1.695 3.689 -6.586
H7 1.189 -0.714 -2.639
H8 7.453 -0.244 0.503
H9 1.448 5.259 -1.694
H10 -4.392 -0.723 -3.515
H11 5.429 5.106 1.102
H12 -2.814 2.673 -8.538
H13 2.723 5.415 -4.609
H14 5.076 -3.040 3.235
H15 4.029 -2.315 5.426
H16 6.644 -4.141 2.138
H17 7.918 3.331 1.566
H18 4.969 4.338 -2.067
H19 8.420 3.880 -0.806
H20 -5.950 -2.588 -3.084
H21 -3.278 -3.113 -0.951
H22 1.975 -4.690 4.420
H23 7.339 -0.543 3.008
H24 3.550 5.792 -3.093
H25 7.023 -2.126 3.713
H26 -3.464 0.292 -8.473
H27 0.696 -2.666 2.736
H28 2.951 2.367 -4.498
H29 -2.963 -1.067 -6.493
H30 -0.543 -1.862 -6.362
H31 4.208 4.562 -4.192
H32 3.703 -4.491 4.126
H33 0.733 5.244 -3.317
H34 1.523 3.302 -4.942
H35 6.624 -3.882 0.401
H36 7.130 5.460 0.758
H37 3.335 -1.664 -3.341
H38 -1.155 -3.464 -3.804
H39 -1.197 2.304 -4.596
H40 8.564 -1.812 2.918
H41 -5.102 -4.909 -3.045
H42 8.706 -1.482 0.481
H43 0.770 -1.346 3.894
H44 2.755 -1.099 5.380
H45 5.034 1.332 0.950
H46 3.553 -2.730 -5.569
H47 8.153 -3.823 1.288
H48 -3.033 -3.815 0.672
H49 7.291 -1.640 -0.560
H50 7.137 3.961 -2.019
H51 5.918 5.591 -0.518
H52 0.448 3.900 -2.200
H53 2.429 -2.687 6.082
H54 7.647 2.396 -1.392
H55 2.571 -4.494 2.770
H56 1.420 2.096 -3.662
H57 0.444 -2.991 4.458

Calculated values
Energy relative to the best compared isomer or geometry (same formula, charge and spin)   211.5 kJ/mol
Maximum force   2.6 eV Å⁻¹
Charge   -2

=====

3.
The following is a DFT calculation (wB97M-V/def2-TZVPD) of a structure of composition C47H58AsN5O2PRbSi2.

Cartesian coordinates (Å):
Rb1 0.088 0.466 0.567
As1 -7.739 -1.679 -0.115
P1 -3.590 0.404 -0.302
Si1 0.422 0.304 -3.088
Si2 1.129 3.307 -1.248
O1 2.311 -0.223 2.016
O2 0.423 0.779 4.623
N1 0.566 -3.797 2.015
N2 1.989 0.090 3.258
N3 -0.226 -2.706 0.171
N4 0.988 -4.769 -0.089
N5 0.777 0.525 3.451
C1 -2.711 -1.727 -1.842
C2 0.407 2.070 -3.881
C3 -0.001 2.205 -5.218
C4 -4.038 -0.988 -4.164
C5 -10.502 1.136 1.384
C6 4.131 -0.809 3.794
C7 0.402 -2.531 2.719
C8 3.904 -0.227 6.483
C9 -3.470 -0.558 -1.858
C10 -3.506 4.777 -1.777
C11 -5.432 0.222 -0.054
C12 -8.687 1.082 2.949
C13 -9.925 1.576 2.568
C14 -4.346 3.104 -0.270
C15 -7.932 -0.918 -1.905
C16 -5.835 -1.232 0.152
C17 0.701 3.276 -3.153
C18 2.863 0.114 5.624
C19 0.480 -4.900 -1.443
C20 2.449 -4.741 -0.082
C21 1.012 -4.961 2.732
C22 5.152 -1.143 4.664
C23 0.208 -0.817 -4.676
C24 2.312 -0.049 -2.836
C25 0.405 -3.712 0.657
C26 -2.743 2.504 -1.959
C27 3.067 3.545 -1.354
C28 -7.758 -1.799 -2.969
C29 -3.579 2.128 -0.907
C30 -2.721 3.819 -2.400
C31 -7.972 0.003 -4.544
C32 5.048 -0.858 6.021
C33 -4.309 4.421 -0.703
C34 -7.772 -1.343 -4.280
C35 -0.125 3.436 -5.855
C36 2.969 -0.185 4.261
C37 -8.025 0.160 2.148
C38 0.743 5.174 -0.815
C39 -8.159 0.888 -3.491
C40 -3.287 -2.158 -4.136
C41 -8.140 0.431 -2.181
C42 -2.633 -2.531 -2.972
C43 -8.586 -0.278 0.953
C44 -4.138 -0.199 -3.028
C45 0.189 4.592 -5.165
C46 0.598 4.494 -3.839
C47 -9.839 0.212 0.589
H1 -10.297 -0.121 -0.335
H2 -0.143 -2.636 -0.840
H3 -2.025 -3.427 -2.956
H4 1.042 -1.840 2.170
H5 0.828 5.412 -3.305
H6 5.849 -1.116 6.703
H7 0.838 -5.845 -1.857
H8 0.113 5.563 -5.648
H9 1.984 0.604 5.998
H10 2.061 -4.883 3.047
H11 2.732 0.494 -1.982
H12 -2.167 -1.999 -0.941
H13 -5.723 0.818 0.811
H14 -7.589 -2.852 -2.772
H15 -7.969 0.365 -5.564
H16 1.023 5.309 0.236
H17 0.901 -5.847 2.110
H18 -2.058 4.087 -3.211
H19 4.188 -1.004 2.733
H20 -0.635 -2.190 2.675
H21 -8.226 1.420 3.869
H22 -8.273 1.136 -1.369
H23 6.042 -1.625 4.276
H24 -4.972 2.845 0.576
H25 -10.437 2.302 3.187
H26 -8.299 1.944 -3.689
H27 -4.537 -0.685 -5.077
H28 -0.243 1.318 -5.788
H29 0.978 -0.624 -5.437
H30 -4.904 5.171 -0.194
H31 0.410 -5.092 3.636
H32 -7.609 -2.040 -5.094
H33 -11.469 1.515 1.078
H34 2.450 -1.119 -2.641
H35 -0.317 5.437 -0.897
H36 0.302 -1.862 -4.355
H37 3.519 3.498 -0.357
H38 -5.928 0.654 -0.924
H39 -0.609 -4.912 -1.431
H40 -4.717 0.718 -3.060
H41 -5.543 -1.594 1.140
H42 -0.457 3.483 -6.889
H43 -5.331 -1.882 -0.568
H44 2.824 -4.573 0.925
H45 -3.470 5.807 -2.110
H46 -3.192 -2.761 -5.031
H47 3.807 0.014 7.535
H48 0.712 -2.616 3.760
H49 3.296 4.530 -1.787
H50 1.325 5.897 -1.407
H51 2.836 -3.941 -0.726
H52 2.894 0.212 -3.731
H53 0.817 -4.093 -2.109
H54 2.828 -5.699 -0.444
H55 -0.777 -0.724 -5.146
H56 3.558 2.787 -1.973
H57 -2.087 1.771 -2.415
H58 -7.056 -0.212 2.461

Calculated values
Energy relative to the best compared isomer or geometry (same formula, charge and spin)   71.5 kJ/mol
Maximum force   0.7 eV Å⁻¹
Charge   -2

=====

4.
The following is a DFT calculation (wB97M-V/def2-TZVPD) of a structure of composition C47H58BBr2FGeN2O6Ta.

Cartesian coordinates (Å):
Ta1 0.752 -0.190 -0.401
Br1 2.258 2.529 -1.774
Br2 3.637 -1.022 -0.363
Ge1 -1.123 -3.296 -0.575
F1 -1.990 -3.252 5.472
O1 1.328 -0.442 -2.076
O2 2.334 2.880 1.864
O3 -2.222 -0.137 -1.557
O4 1.735 1.069 0.726
O5 0.180 -0.584 1.888
O6 -2.108 0.621 0.562
N1 0.023 2.971 -0.290
N2 1.618 0.888 5.429
C1 -3.434 0.466 0.232
C2 2.256 1.352 6.657
C3 1.240 0.217 -6.465
C4 -5.841 -0.132 -0.878
C5 -1.849 -3.130 -2.425
C6 -0.655 -1.725 6.661
C7 -0.750 -5.241 -0.333
C8 0.618 -0.105 2.966
C9 1.063 -0.029 -4.965
C10 6.258 -1.375 -6.020
C11 -0.704 -1.720 4.249
C12 0.250 -0.684 6.679
C13 1.242 1.299 7.795
C14 2.404 -0.459 -2.861
C15 1.425 4.910 -0.439
C16 6.126 1.131 -5.864
C17 4.848 -0.320 -4.279
C18 0.228 -1.304 -4.782
C19 2.395 -0.217 -4.250
C20 0.633 -2.429 -0.239
C21 1.101 3.595 -0.719
C22 1.971 1.435 4.268
C23 -0.593 4.983 0.834
C24 3.514 0.524 6.916
C25 -2.504 -2.810 0.774
C26 0.209 -0.662 4.244
C27 0.730 -0.122 7.983
C28 0.706 -0.145 5.459
C29 7.373 -0.158 -4.155
C30 0.300 1.173 -4.384
C31 -4.567 0.653 1.003
C32 -0.805 3.660 0.486
C33 0.544 5.619 0.359
C34 3.643 -0.668 -2.254
C35 3.614 -0.163 -4.908
C36 -5.801 0.336 0.439
C37 -7.995 1.494 0.415
C38 -6.929 1.032 2.613
C39 -1.115 -2.239 5.450
C40 1.507 1.006 3.053
C41 -3.499 -0.002 -1.081
C42 -7.115 0.501 1.189
C43 6.141 -0.181 -5.065
C44 -4.714 -0.300 -1.664
C45 4.844 -0.609 -2.923
C46 -7.847 -0.846 1.282
C47 1.908 1.743 1.814
B1 -1.371 0.229 -0.538
H1 7.106 1.297 -6.304
H2 -0.735 -1.181 -5.274
H3 -8.218 1.130 -0.583
H4 1.526 -0.756 8.377
H5 7.492 -1.095 -3.618
H6 1.713 -0.633 -6.949
H7 -0.612 1.328 -4.958
H8 -8.936 1.641 0.937
H9 8.264 -0.010 -4.762
H10 -2.799 -3.657 -2.453
H11 7.316 0.660 -3.442
H12 1.828 1.113 -6.647
H13 -0.471 -5.472 0.690
H14 6.304 -2.304 -5.456
H15 -7.250 -1.574 1.825
H16 7.163 -1.281 -6.615
H17 -4.474 1.013 2.014
H18 -2.370 -1.810 1.169
H19 -2.463 -3.514 1.599
H20 0.745 6.649 0.604
H21 0.904 2.076 -4.447
H22 -6.352 0.337 3.219
H23 -2.020 -2.105 -2.725
H24 -1.621 -5.838 -0.579
H25 5.900 1.973 -5.213
H26 -1.066 -2.102 3.309
H27 -0.081 -0.134 8.711
H28 -4.781 -0.662 -2.677
H29 -7.904 1.149 3.080
H30 2.549 2.394 6.493
H31 5.406 -1.430 -6.693
H32 -7.496 2.456 0.325
H33 5.401 1.111 -6.672
H34 -8.785 -0.709 1.814
H35 -1.665 3.113 0.844
H36 -6.442 2.004 2.614
H37 -3.494 -2.874 0.333
H38 -6.794 -0.380 -1.315
H39 3.956 0.811 7.865
H40 3.290 -0.538 6.938
H41 2.664 2.266 4.291
H42 -1.300 5.495 1.468
H43 2.338 5.340 -0.816
H44 -1.189 -3.603 -3.147
H45 3.617 0.039 -5.963
H46 0.926 -2.733 0.768
H47 0.012 1.009 -3.347
H48 0.063 -5.556 -0.980
H49 0.408 1.960 7.549
H50 0.056 -1.510 -3.728
H51 4.248 0.699 6.132
H52 -8.075 -1.251 0.301
H53 1.703 1.663 8.711
H54 -1.018 -2.150 7.584
H55 0.739 -2.154 -5.228
H56 1.346 -2.907 -0.918
H57 5.748 -0.770 -2.365
H58 0.261 0.359 -6.918

Calculated values
Energy relative to the best compared isomer or geometry (same formula, charge and spin)   164.3 kJ/mol
Maximum force   5.1 eV Å⁻¹
Charge   +1

=====

> What is the formula in the third record?

C47H58AsN5O2PRbSi2

=====

> charge of number 1 (C47H57BO6PS2)?

-1

=====

> What is the charge in the second record?

-2